Below is a structure of composition C19H16Cl5N2OS3Tc, with properties calculated with ωB97M-V/def2-TZVPD.

Calculated values
M	659.82	g/mol
highest occupied orbital energy (spin up / spin down)	-11.2 / -11.4	eV
largest force on an atom	0.98	eV/A
ΔE to the lowest compared entry with this formula, charge and spin	0.00	kJ/mol

```
! RIJCOSX wB97M-V def2-TZVPD def2/J DEFGRID3
* xyz 1 4
Tc 0.505 -0.063 1.355
C 0.763 -0.065 3.699
C -0.367 -0.874 3.426
C 0.065 -2.004 2.698
C 1.469 -1.898 2.521
C 1.899 -0.708 3.146
H 0.772 0.832 4.297
H -1.382 -0.658 3.725
H -0.553 -2.832 2.379
H 2.109 -2.621 2.041
H 2.922 -0.378 3.236
Cl 3.789 -0.438 0.257
C 3.280 1.171 0.670
C 1.954 1.442 1.053
C 1.700 2.747 1.471
Cl 0.135 3.142 2.117
C 2.658 3.760 1.435
Cl 2.275 5.360 1.925
C 3.944 3.465 1.001
Cl 5.140 4.687 0.961
C 4.260 2.164 0.625
Cl 5.857 1.801 0.120
C 1.058 2.005 -2.774
O 0.676 1.035 -1.768
C 0.899 -0.262 -2.007
S 1.361 -0.905 -3.420
S 0.545 -1.321 -0.635
H 0.718 2.960 -2.385
H 0.596 1.777 -3.728
H 2.140 2.001 -2.895
C -2.561 -0.788 -3.840
C -2.749 -1.017 -2.372
C -3.403 -2.085 -1.820
C -3.449 -2.198 -0.436
N -2.866 -1.290 0.381
C -2.264 -0.258 -0.169
S -1.495 1.052 0.718
N -2.215 -0.133 -1.516
C -4.148 -3.342 0.228
H -3.504 -0.932 -4.367
H -1.844 -1.513 -4.230
H -2.185 0.213 -4.054
H -3.863 -2.826 -2.460
H -1.693 0.661 -1.867
H -4.633 -4.002 -0.487
H -4.887 -2.949 0.927
H -3.427 -3.914 0.817
*
```